## P
Entry from the OMol25 dataset: 2 unconnected molecules or ions with the total composition C3H3F2NO (ωB97M-V/def2-TZVPD).

CARTESIAN COORDINATES (ANGSTROEM)
N (3.0842, -0.3785, 0.3103)
C (2.0787, 0.0726, 0.0459)
C (0.8837, 0.8703, -0.3293)
O (0.8275, 1.3637, -1.4166)
C (-0.1673, 0.8940, 0.7746)
F (0.4059, 1.3524, 1.9381)
H (-0.3513, -0.1647, 0.9758)
H (-0.8654, 1.7735, 0.6308)
F (0.6660, -2.1253, -0.8089)
H (1.1857, -3.0105, -0.7166)

Output
SMILES string   N#CC(=O)CF.F
Kohn-Sham gap   10.84 eV



## Q
Entry from the OMol25 dataset: C3H3F2NO in the gas phase (ωB97M-V/def2-TZVPD).

CARTESIAN COORDINATES (ANGSTROEM)
C (-1.4729, 1.4480, -0.1643)
C (-0.2088, -0.3587, 0.2485)
C (-0.1547, 1.0705, -0.2559)
N (-1.3689, -0.8449, -0.5111)
O (-2.4223, 2.1289, -0.0967)
F (0.8522, 1.8811, 0.3401)
F (-2.3322, -1.2705, 0.3628)
H (0.7264, -0.9975, 0.1580)
H (-0.2407, -0.5596, 1.4406)
H (0.0827, 1.0147, -1.4205)

Output
Kohn-Sham gap (alpha / beta)   9.21 / 7.93 eV



Stability, lowest: Q



## P
Entry from the OMol25 dataset: C2H8NO2P in the gas phase (ωB97M-V/def2-TZVPD).

CARTESIAN COORDINATES (ANGSTROEM)
C (-1.1418, -1.5619, 0.3672)
C (-0.9002, 1.4452, -0.3140)
N (2.4064, 0.2036, 0.2797)
O (0.4227, -0.7004, -1.7559)
O (1.1360, -0.3222, 0.7223)
P (-0.0864, -0.3451, -0.4119)
H (-0.6527, -1.8185, 1.3745)
H (-2.1485, -1.1841, 0.3795)
H (-0.9860, -2.4988, -0.1567)
H (-1.9821, 1.4252, -0.2575)
H (-0.5158, 1.8965, 0.6069)
H (-0.5754, 1.9538, -1.1594)
H (2.8628, 0.7859, 0.9375)
H (2.1611, 0.7206, -0.6121)

Output
Multiplicity   3
Expectation value of S²   2.007
Kohn-Sham gap (alpha / beta)   4.94 / 8.23 eV



## Q
Entry from the OMol25 dataset: a molecular structure, C2H8NO2P (ωB97M-V/def2-TZVPD).

CARTESIAN COORDINATES (ANGSTROEM)
C (-1.2434, -1.1164, -0.2308)
C (-0.5973, -0.1409, 0.6279)
N (-1.1539, 1.2206, 0.4614)
O (1.8630, 1.3520, -0.2545)
O (2.7725, -0.8909, 0.3382)
P (1.5678, -0.1745, -0.2576)
H (-0.6719, -1.1115, -1.2386)
H (-2.3004, -0.8056, -0.3952)
H (-1.1005, -2.1813, 0.0954)
H (-0.4839, -0.2981, 1.6957)
H (-0.4487, 1.9081, 0.6463)
H (-1.4346, 1.2752, -0.5303)
H (2.1174, 1.4703, 0.7070)
H (1.1140, -0.5070, -1.6648)

Output
Multiplicity   3
Expectation value of S²   2.008
Kohn-Sham gap (alpha / beta)   5.62 / 8.43 eV



Stability, lowest: P



## P
Entry from the OMol25 dataset: C2H4ClFS in the gas phase (ωB97M-V/def2-TZVPD).

CARTESIAN COORDINATES (ANGSTROEM)
F (-0.4841, 0.9325, -1.1148)
C (-0.8161, 0.3134, 0.0917)
Cl (-1.9334, -0.9714, -0.4119)
C (0.5533, -0.0216, 0.6646)
S (1.5792, -0.8348, -0.5861)
H (-1.4925, 0.8778, 0.7068)
H (0.4572, -0.6345, 1.4859)
H (1.1917, 0.8837, 0.8951)
H (0.9447, -0.5452, -1.7313)

Output
SMILES string   F[C@@H](Cl)CS
Kohn-Sham gap   10.08 eV



## Q
Entry from the OMol25 dataset: 2 unconnected molecules or ions with the total composition C2H4ClFS (ωB97M-V/def2-TZVPD).

CARTESIAN COORDINATES (ANGSTROEM)
C (0.7877, -0.7540, 0.0213)
C (-0.3202, -0.0126, -0.6444)
F (-1.6566, -0.2889, -0.3812)
S (-0.2868, 1.9026, 1.2185)
Cl (-0.1627, 0.8832, -2.1433)
H (1.5749, -0.1276, -0.0206)
H (0.4208, -1.1523, 0.9213)
H (1.0294, -1.7078, -0.6319)
H (-1.3865, 1.2574, 1.6603)

Output
Kohn-Sham gap (alpha / beta)   8.03 / 7.28 eV



Stability, lowest: Q



## P
Entry from the OMol25 dataset: FNO4S in the gas phase (ωB97M-V/def2-TZVPD).

CARTESIAN COORDINATES (ANGSTROEM)
O (1.6232, -0.9522, -0.6736)
N (1.0816, -0.1513, -0.0299)
O (1.4202, 0.7734, 0.6646)
S (-0.8003, 0.1703, 0.1009)
O (-1.0847, -0.3089, 1.3963)
O (-1.2228, 1.4105, -0.3930)
F (-1.0172, -0.9418, -1.0653)

Output
SMILES string   O=[N+]([O-])S(=O)(=O)F
Kohn-Sham gap   10.93 eV



## Q
Entry from the OMol25 dataset: a molecular structure, FNO4S (ωB97M-V/def2-TZVPD).

CARTESIAN COORDINATES (ANGSTROEM)
N (1.3713, -0.0031, -0.1296)
O (1.6587, -0.9225, -0.7414)
O (1.8129, 0.6328, 0.7031)
O (-1.5385, 1.4103, -0.3981)
O (-1.2250, -1.0266, -0.8498)
F (-1.1669, -0.1923, 1.5392)
S (-0.9126, 0.1015, -0.1232)

Output
Kohn-Sham gap (alpha / beta)   8.50 / 8.51 eV



Stability, lowest: Q



## P
Entry from the OMol25 dataset: C5H11NS2 in the gas phase (ωB97M-V/def2-TZVPD).

CARTESIAN COORDINATES (ANGSTROEM)
C (3.6427, -0.6033, 0.6133)
C (3.0979, 0.2864, -0.3523)
C (1.6052, 0.7831, -0.1650)
S (0.4676, -0.7039, -0.2469)
C (-1.1196, -0.0955, -0.1305)
S (-1.4535, 1.5109, 0.1343)
C (-2.1605, -1.2220, -0.0696)
N (-3.5365, -0.7593, 0.2037)
H (4.5853, -1.1359, 0.1874)
H (4.0090, 0.1002, 1.5238)
H (2.9721, -1.4747, 0.9970)
H (3.1772, -0.2220, -1.3541)
H (3.6507, 1.1503, -0.3806)
H (1.4244, 1.2830, 0.8148)
H (1.3484, 1.4554, -0.9702)
H (-1.8693, -2.0378, 0.5207)
H (-2.1224, -1.4566, -1.1072)
H (-3.6633, 0.2017, -0.3181)
H (-3.3752, -0.3518, 1.0863)

Output
SMILES string   CCCSC(=S)CN
Kohn-Sham gap   8.69 eV



## Q
Entry from the OMol25 dataset: a molecular structure, C5H11NS2 (ωB97M-V/def2-TZVPD).

CARTESIAN COORDINATES (ANGSTROEM)
C (-2.6857, -0.2652, 0.9134)
C (-1.8541, -0.4793, -0.3651)
C (0.8709, -1.2248, -0.0156)
C (1.1643, 0.3045, 0.0505)
C (1.4534, 1.0614, -1.2516)
H (-2.0213, -0.0132, 1.6940)
H (-3.2390, -1.1510, 1.1135)
H (-3.3651, 0.5102, 0.6995)
H (-2.4431, -0.6767, -1.2531)
H (-1.2875, 0.4405, -0.7129)
H (0.2741, 0.7708, 0.4677)
H (2.3924, 0.4968, -1.6043)
H (0.6746, 0.9504, -2.0440)
H (1.5898, 2.1387, -1.1254)
H (1.9293, 0.3516, 1.9579)
H (3.0057, 0.2072, 0.8010)
N (2.1801, 0.7321, 1.0399)
S (-0.6662, -1.8008, -0.5214)
S (2.0274, -2.3532, 0.1559)

Output
Kohn-Sham gap   8.53 eV



Stability, lowest: P



## P
Entry from the OMol25 dataset: 2 unconnected molecules or ions with the total composition C3H6S2 (ωB97M-V/def2-TZVPD).

CARTESIAN COORDINATES (ANGSTROEM)
C (-1.1599, -0.8174, -0.4930)
C (0.3999, 1.0442, 0.3965)
C (0.1796, -0.2062, -0.4150)
S (-2.4392, 0.0048, 0.0552)
S (1.3842, -1.4056, 0.1258)
H (-1.2447, -1.8407, -1.0518)
H (-0.1625, 1.8751, -0.1697)
H (1.4401, 1.1952, 0.4220)
H (0.1793, 0.9751, 1.5177)
H (0.3538, 0.3480, -1.9106)
H (1.0696, -1.1724, 1.5230)

Output
Kohn-Sham gap   8.08 eV



## Q
Entry from the OMol25 dataset: a molecular structure, C3H6S2 (ωB97M-V/def2-TZVPD).

CARTESIAN COORDINATES (ANGSTROEM)
C (0.4745, 0.7537, -1.9433)
C (1.1929, -0.6237, -1.0056)
C (0.2988, -0.4290, 0.1911)
H (1.1372, 0.9195, -2.7523)
H (-0.9494, 0.3733, -2.1712)
H (0.4631, 2.2525, -1.6323)
H (0.9571, -1.8605, -1.2617)
H (2.5058, -0.3710, -0.6668)
H (-2.1782, -0.0126, 1.0153)
S (-1.4967, -0.0488, -0.2494)
S (0.6384, 0.0796, 1.7504)

Output
Kohn-Sham gap   8.10 eV



Stability, lowest: Q



## P
Entry from the OMol25 dataset: a gas-phase ion, C5H11N (charge +1) (ωB97M-V/def2-TZVPD).

CARTESIAN COORDINATES (ANGSTROEM)
C (0.8582, -2.3335, 0.4364)
N (1.0372, -0.8896, 0.2041)
C (0.1052, 0.0135, 0.0163)
C (0.5492, 1.2925, -0.3354)
C (-0.3742, 2.4539, -0.4954)
C (-1.3376, -0.3707, 0.1072)
H (1.8363, -2.7398, 0.6448)
H (0.1624, -2.5006, 1.2546)
H (0.4581, -2.7579, -0.4656)
H (1.9845, -0.5614, 0.0664)
H (1.6011, 1.5460, -0.2696)
H (-0.8803, 2.4269, -1.4653)
H (-1.1196, 2.4450, 0.2932)
H (0.1794, 3.3833, -0.3994)
H (-1.7775, -0.2949, -0.8790)
H (-1.8198, 0.2749, 0.8173)
H (-1.4626, -1.3875, 0.4695)

Output
Multiplicity   2
Expectation value of S²   0.763
Kohn-Sham gap (alpha / beta)   10.83 / 10.29 eV
Net charge   +1



## Q
Entry from the OMol25 dataset: a gas-phase ion, C5H11N (charge +1) (ωB97M-V/def2-TZVPD).

CARTESIAN COORDINATES (ANGSTROEM)
C (0.8333, 0.8254, -1.9484)
C (1.5087, 0.5552, -0.5524)
N (-1.1817, 0.8021, 0.5548)
C (-0.5590, -0.4048, 0.5892)
C (0.7316, -0.5553, 0.0470)
C (-1.2652, -1.4586, 1.4042)
H (1.1025, 0.0525, -2.6378)
H (1.0922, 1.8088, -2.3067)
H (-0.2617, 1.0051, -1.9035)
H (2.5403, 0.3104, -0.7682)
H (1.3014, 1.4345, 0.0505)
H (-1.8164, 0.8518, 1.3461)
H (-0.6256, 1.6495, 0.5244)
H (1.2256, -1.4690, 0.3610)
H (-1.9090, -1.0480, 2.2009)
H (-0.5296, -2.1932, 1.7241)
H (-2.1627, -1.8804, 0.9462)

Output
Multiplicity   2
Expectation value of S²   0.756
Kohn-Sham gap (alpha / beta)   10.78 / 9.17 eV
Net charge   +1



Stability, lowest: Q